1.
The following is a DFT calculation (ωB97M-V/def2-TZVPD) of an isolated molecule of C4H8O3 in a non-equilibrium geometry.

```
! RIJCOSX wB97M-V def2-TZVPD def2/J DEFGRID3
* xyz 0 1
C 2.13 -1.09 -0.03
C 0.85 -0.96 -0.26
C -0.32 0.15 0.25
C -0.04 1.66 -0.24
O -0.55 0.33 1.61
O -1.35 -0.47 -0.46
O -2.69 -0.46 0.00
H 2.70 -1.88 -0.45
H 2.67 -0.30 0.46
H 0.26 -1.55 -0.96
H 0.97 1.78 0.11
H -0.62 2.43 0.17
H -0.11 1.76 -1.39
H -0.62 -0.56 1.88
H -3.27 -0.84 -0.69
*
```

Calculated values
* HOMO: -0.347 Eh
* total energy: -382.74739 hartree
* structure (SMILES): C=C[C@](C)(O)OO
* energy relative to the best compared isomer or geometry (same formula, charge and spin): 136.4 kcal per mole

natural (NBO) atomic charge list, values in e, 6 entries:
1 C -0.399
2 C -0.203
3 C 0.491
4 C -0.638
5 O -0.682
6 O -0.326


2.
The following is a DFT calculation (ωB97M-V/def2-TZVPD) of an isolated molecule of C4H8O3.

```
! RIJCOSX wB97M-V def2-TZVPD def2/J DEFGRID3
* xyz 0 1
O -0.18 -0.67 -1.66
C 0.03 0.26 -0.89
C -0.97 1.40 -0.85
O -2.01 1.16 -1.75
C 1.23 0.23 0.03
C 0.85 -0.54 1.30
O -0.38 0.01 1.74
H -1.34 1.49 0.18
H -0.45 2.35 -1.10
H -1.80 0.30 -2.15
H 2.04 -0.30 -0.49
H 1.57 1.24 0.30
H 0.75 -1.61 1.06
H 1.63 -0.43 2.06
H -0.70 -0.46 2.52
*
```

Calculated values
* HOMO: -0.373 Eh
* total energy: -382.91513 hartree
* structure (SMILES): O=C(CO)CCO
* energy relative to the best compared isomer or geometry (same formula, charge and spin): 31.2 kcal per mole

natural (NBO) atomic charge list, values in e, 6 entries:
1 O -0.568
2 C 0.590
3 C -0.173
4 O -0.714
5 C -0.524
6 C -0.049